C21H33N3O3 | ωB97M-V/def2-TZVPD

Structure (ORCA input):
```
! RIJCOSX wB97M-V def2-TZVPD def2/J DEFGRID3
* xyz 0 1
H 3.2436 -4.0756 0.7146
C 2.7033 -2.0301 0.2606
O -2.6857 1.5435 1.6136
H -0.9416 -4.4290 -0.2675
H -5.0778 -0.6147 1.7405
H 0.1278 -0.2283 -0.4463
H 2.4067 2.9010 -0.6811
C -3.1403 -2.0079 0.6627
C 0.7166 0.6857 -0.3177
H -1.1443 -2.7447 -1.9533
H -3.4158 -2.3637 1.6446
C -1.8645 -2.2169 -1.3464
C 2.8144 -3.2132 1.2197
H 2.8197 -0.6150 1.8729
C -0.0895 1.6654 0.5547
C -2.1868 -2.6913 -0.0823
H 4.0448 0.4424 0.0321
H -3.2765 3.2148 -1.1435
H 0.5345 2.5353 0.7843
H -2.2921 -4.6099 0.8576
C -3.7641 -0.8803 0.1568
H -0.3746 1.1866 1.4929
H 0.8226 -2.6198 -0.6100
O -4.0348 0.6903 -1.6535
H 3.5344 3.9153 1.2434
H -0.8915 -3.6535 1.3209
H -2.2116 -0.7040 -2.8340
C 2.1475 -0.8104 1.0277
H 4.5003 2.4602 1.4925
H -5.4421 2.0841 -1.3297
H 0.8606 1.1316 -1.3089
C -3.4105 -0.3969 -1.1059
H 1.8036 -1.5951 -1.6626
H -4.1935 3.3529 0.3795
C -1.5383 -3.9190 0.4844
C -4.6500 1.5910 -0.7534
C 3.1628 0.9018 -0.4174
H 4.6074 3.9699 -1.1171
H 1.1686 -1.0651 1.4395
C -3.6517 2.6699 -0.2765
N -1.3098 2.1005 -0.0829
H 3.7076 -1.7871 -0.1025
C -2.5148 2.0454 0.5210
H 3.1408 0.6161 -1.4835
N 1.9994 0.4252 0.2942
H 4.3192 2.6315 -2.2298
C 1.8359 -2.4033 -0.9364
H 2.7582 2.4118 1.7636
C -2.4600 -1.0733 -1.8518
H 1.8314 -3.4907 1.5947
C -5.2956 0.9586 0.4818
O -6.1967 1.5052 1.0761
H 5.4140 2.4223 -0.8624
H 3.4466 -2.9639 2.0690
H 2.2370 -3.2867 -1.4303
C 3.3232 2.4270 -0.3155
C 3.5414 2.8327 1.1388
N -4.7803 -0.2341 0.8518
C 4.4874 2.8913 -1.1866
H -1.2262 2.5144 -0.9978
*
```

E in eV: -32926.754
Structure (SMILES): Cc1ccc2c(c1)NC(=O)[C@@H](CC(=O)NCCN(CC(C)C)CC(C)C)O2
Largest force on an atom in hartree/bohr: 0.0154
ΔE to the lowest compared entry with this formula, charge and spin in eV: 0.7217
Lowest unoccupied orbital energy in eV: 0.6
Frontier orbital gap in eV: 8.76
HOMO level in hartree: -0.2988